No. 1
A cluster of 3 separate species, CH7NO2 in total. Source: the Open Molecules 2025 dataset; level of theory: ωB97M-V/def2-TZVPD.

Results
Total charge = 0
LUMO = 0.41 eV
SMILES = C=N.O.O
Energy above the lowest of the compared OMol25 structures with the same formula, charge and spin = 24.7 kcal per mole
Electronic energy = -247.47996 Eh

Geometry as XYZ:
```
11
Properties=species:S:1:pos:R:3:forces:R:3:mulliken_charge:R:1
C -1.176 -1.498 0.646 1.31 -1.06 -0.77 -0.109
N -2.158 -0.719 0.820 0.22 -0.72 0.26 -0.540
H -0.105 -1.356 1.019 -1.44 -0.01 -0.03 0.179
H -1.255 -2.451 0.000 -0.25 1.65 0.82 0.224
H -1.951 0.007 1.508 0.11 0.06 -0.20 0.271
O -1.340 2.550 0.342 0.30 -1.45 0.57 -0.652
H -1.837 2.422 -0.481 0.18 -0.22 0.40 0.335
H -1.167 1.638 0.722 -0.44 1.74 -1.05 0.292
O 3.883 -0.467 -1.316 -2.31 0.16 1.94 -0.634
H 2.995 -0.040 -1.129 1.61 -0.86 -0.16 0.321
H 4.110 -0.086 -2.132 0.70 0.71 -1.78 0.313
```
Positions in Å, forces in eV/Å.

No. 2
A cluster of 6 separate species, C39H96N4O25P5Si in total. Source: the Open Molecules 2025 dataset; level of theory: ωB97M-V/def2-TZVPD.

Results
Total charge = +1
LUMO = -4.02 eV
Electronic energy = -5639.13542 Eh

Geometry as XYZ:
```
170
Properties=species:S:1:pos:R:3:forces:R:3:mulliken_charge:R:1
C -3.752 2.151 1.015 0.10 0.28 -1.43 -1.212
C -2.407 2.921 0.554 -1.30 -1.47 1.67 0.575
O -2.684 3.448 -0.764 1.73 0.05 -0.43 -0.153
C -1.507 3.902 -1.436 -0.81 1.70 2.55 -0.853
N -1.262 3.201 -2.759 0.29 0.41 -0.76 1.324
C -2.538 2.707 -3.401 -2.39 -0.14 -0.95 -0.712
C -3.578 3.912 -3.737 0.58 -0.33 -0.46 -1.199
N -4.931 3.480 -3.310 0.34 0.54 -1.15 0.711
C -5.725 4.603 -2.721 -1.48 0.05 1.43 -0.394
C -7.312 4.426 -2.941 0.57 0.54 0.67 -0.852
C -5.630 2.796 -4.406 -1.56 -0.80 -2.38 0.348
C -6.206 1.338 -4.106 0.53 0.14 1.16 -1.094
O -5.812 3.247 -5.546 1.09 -0.60 2.99 -0.557
C -0.695 4.177 -3.784 1.16 1.28 -1.15 -0.958
C 0.895 4.186 -3.850 -0.44 0.68 -0.74 0.127
N 1.294 5.281 -4.785 -0.17 -0.05 1.43 -0.625
O 1.317 2.937 -4.428 -0.94 0.23 1.55 -0.498
C 0.493 1.818 -3.952 0.03 -0.61 -0.71 1.060
C 1.432 0.539 -3.982 0.13 -0.62 -1.65 -0.672
C 0.993 -0.356 -5.251 0.01 0.42 1.51 -0.783
O -0.235 -1.027 -4.817 0.20 0.08 -2.10 -0.158
Si -1.083 -1.719 -6.154 -1.21 -0.33 -0.02 0.647
C -2.722 -2.489 -5.473 -0.38 -0.32 0.18 -1.038
C -0.061 -3.050 -7.074 0.49 0.04 0.63 -1.104
C -1.646 -0.414 -7.465 -0.01 0.06 0.04 -1.077
C -0.230 2.105 -2.565 1.27 -2.32 0.17 -0.220
C -0.856 0.781 -1.876 0.59 0.41 0.93 -0.601
C 0.104 0.331 -0.657 -0.64 -0.45 0.07 -0.453
C -0.631 -0.844 0.146 1.05 -0.33 -0.66 -0.796
C 0.219 -1.388 1.379 -1.44 -1.34 0.10 -0.703
N 0.325 -0.408 2.511 -1.08 -0.23 -0.14 -0.102
C -1.029 -0.012 2.981 -1.80 -0.09 0.99 0.488
C -1.158 1.456 3.618 0.97 -0.90 -0.83 -0.795
O -2.032 -0.740 2.921 2.61 1.62 -0.35 -0.555
H -4.321 1.910 0.047 0.77 0.29 1.31 0.214
H -3.540 1.155 1.507 -0.19 1.36 -0.20 0.261
H -4.431 2.836 1.605 0.92 -0.99 -0.44 0.378
H -2.191 3.703 1.345 -0.06 -0.46 -1.27 0.547
H -1.548 2.182 0.549 -0.86 0.87 -0.27 -0.545
H -1.630 5.034 -1.565 0.21 -1.64 -0.46 0.362
H -0.640 3.782 -0.707 -0.69 -0.13 -1.46 0.311
H -2.349 2.199 -4.406 0.47 0.59 1.59 0.521
H -3.127 1.977 -2.779 1.06 0.95 -0.28 0.308
H -3.295 4.890 -3.247 -0.39 -1.22 -0.29 0.463
H -3.546 4.095 -4.865 -0.08 -0.11 1.41 0.348
H -5.371 5.637 -3.035 -0.47 -1.30 -0.06 0.310
H -5.573 4.550 -1.588 -0.05 0.12 -1.49 0.201
H -7.639 3.376 -2.627 0.48 1.38 -0.57 0.261
H -7.814 5.140 -2.184 0.64 -1.10 -1.39 0.151
H -7.601 4.654 -4.021 0.26 -0.36 1.54 0.306
H -7.334 1.283 -4.251 1.55 0.25 -0.06 0.367
H -5.979 1.075 -3.018 -0.37 0.31 -1.44 0.209
H -5.691 0.552 -4.755 -0.73 1.24 0.64 0.301
H -1.053 3.893 -4.833 0.53 0.19 1.59 0.332
H -1.043 5.240 -3.622 0.15 -1.38 0.28 0.568
H 1.401 4.376 -2.852 -0.74 -0.50 -0.90 0.195
H 2.041 5.837 -4.337 -0.46 -0.55 -0.52 0.335
H 0.523 5.951 -4.907 0.38 -0.49 -0.11 0.270
H -0.287 1.663 -4.782 0.75 0.08 1.36 -0.473
H 2.511 0.851 -4.207 -1.52 -0.18 0.76 0.474
H 1.359 -0.145 -3.088 0.17 0.99 -0.90 -0.082
H 1.772 -1.140 -5.512 -0.82 1.09 0.26 0.397
H 0.794 0.355 -6.117 0.34 -0.98 0.78 0.391
H -3.476 -2.626 -6.326 1.15 0.16 1.08 0.327
H -2.555 -3.513 -5.000 -0.24 1.32 -0.51 0.288
H -3.235 -1.818 -4.710 0.69 -0.79 -0.83 0.240
H 0.766 -2.555 -7.685 -1.14 -0.82 0.57 0.288
H -0.772 -3.668 -7.713 1.08 0.77 0.68 0.303
H 0.433 -3.707 -6.282 -0.63 0.61 -1.18 0.285
H -1.135 -0.675 -8.444 -0.54 0.66 1.10 0.327
H -2.775 -0.479 -7.642 1.57 0.19 0.35 0.333
H -1.367 0.629 -7.104 -0.41 -1.10 -0.79 0.251
H 0.597 2.413 -1.834 -1.40 0.25 -1.10 0.248
H -1.857 1.006 -1.367 1.31 -0.20 -0.98 0.278
H -0.988 -0.067 -2.619 0.13 1.10 0.79 0.497
H 1.097 -0.085 -1.006 -1.09 0.55 0.22 0.537
H 0.357 1.229 0.013 -0.51 -1.20 -0.83 -0.158
H -0.696 -1.720 -0.592 0.03 1.13 1.03 0.431
H -1.705 -0.584 0.412 1.44 -0.17 -0.08 0.185
H -0.374 -2.278 1.796 0.81 0.94 -0.87 0.194
H 1.235 -1.811 1.074 -1.27 0.95 0.36 0.347
H 0.766 -0.942 3.284 -0.19 0.79 -0.40 0.343
H -0.721 2.188 2.857 -0.61 -0.86 1.09 0.044
H -2.237 1.699 3.871 1.51 -0.46 -0.25 0.257
H -0.463 1.485 4.514 -0.97 0.19 -0.91 0.332
C 2.979 2.090 3.419 0.21 -0.09 -0.70 -0.469
O 2.629 3.246 4.174 0.99 -3.12 0.97 -0.381
P 2.604 3.045 5.883 -3.40 9.26 1.48 1.163
O 1.300 3.814 5.977 0.21 -1.59 -0.12 -0.643
O 3.863 4.088 6.031 0.26 -1.12 0.28 -0.367
C 5.121 3.648 5.524 0.24 0.01 -0.27 -0.548
O 2.598 2.779 7.577 0.88 -2.85 -1.80 -0.365
C 3.764 2.203 8.165 0.28 0.01 0.41 -0.541
H 2.274 1.992 2.591 0.00 -0.12 0.06 0.026
H 3.990 2.201 3.018 0.03 -0.20 0.05 0.242
H 2.933 1.187 4.032 0.05 -0.16 -0.32 0.383
H 5.279 4.068 4.529 0.03 -0.12 -0.01 0.243
H 5.167 2.558 5.475 0.33 0.06 -0.15 0.239
H 5.914 3.999 6.186 -0.11 -0.01 0.01 0.305
H 4.499 2.985 8.371 0.01 -0.06 -0.12 0.220
H 4.199 1.444 7.513 0.15 -0.03 0.23 0.242
H 3.482 1.736 9.110 -0.08 0.00 -0.11 0.276
C 3.772 -7.746 0.886 0.24 -0.67 0.15 -0.725
O 3.698 -6.338 1.166 -2.85 -2.15 -1.07 -0.154
P 2.154 -5.612 0.968 3.89 8.85 1.87 0.923
O 2.752 -4.401 0.276 -0.67 -1.22 -0.35 -0.657
O 2.070 -5.325 2.587 -0.91 -0.81 -0.36 -0.174
C 1.973 -6.448 3.462 0.30 -0.08 0.30 -0.863
O 0.569 -4.998 0.744 0.31 -3.35 -0.63 -0.188
C -0.503 -5.682 1.393 -0.43 0.10 0.23 -0.737
H 4.656 -7.938 0.276 -0.06 0.02 0.09 0.182
H 3.862 -8.295 1.823 0.03 -0.03 -0.19 0.288
H 2.887 -8.096 0.347 0.14 -0.07 -0.14 0.428
H 2.960 -6.681 3.866 -0.04 -0.14 -0.09 0.228
H 1.570 -7.324 2.948 0.05 -0.10 0.18 0.366
H 1.305 -6.194 4.287 0.00 0.04 -0.11 0.297
H -0.594 -5.332 2.424 0.06 -0.11 -0.02 0.254
H -0.347 -6.761 1.377 -0.26 0.02 0.08 0.334
H -1.431 -5.451 0.869 0.11 -0.03 -0.05 0.264
C 8.335 -2.256 4.224 0.20 -0.53 0.26 -0.708
O 7.178 -1.499 4.604 2.05 0.45 -3.02 -0.288
P 6.674 -0.280 3.499 -7.17 2.94 5.71 0.938
O 6.425 0.735 4.597 1.12 -0.59 -1.23 -0.578
O 5.293 -1.126 3.198 0.81 0.13 -0.90 -0.197
C 5.406 -2.396 2.551 -0.19 -0.34 0.12 -0.672
O 6.282 0.839 2.259 2.83 -1.81 -0.37 -0.331
C 6.180 0.345 0.924 -0.27 0.06 -0.41 -0.660
H 9.001 -2.337 5.084 -0.04 0.04 -0.07 0.250
H 8.028 -3.259 3.917 0.10 0.02 -0.04 0.235
H 8.876 -1.781 3.402 0.17 -0.15 0.11 0.360
H 5.364 -3.190 3.299 0.09 -0.02 -0.08 0.267
H 6.336 -2.474 1.982 -0.06 -0.18 -0.04 0.306
H 4.569 -2.516 1.863 0.06 0.01 0.04 0.215
H 5.180 -0.067 0.757 0.10 -0.11 0.05 0.238
H 6.935 -0.418 0.728 -0.11 0.06 -0.25 0.316
H 6.330 1.175 0.233 0.09 -0.02 0.12 0.278
C -11.981 5.300 -2.076 -0.43 -0.38 -0.16 -0.779
O -11.119 5.081 -0.951 -0.84 3.01 -1.99 -0.269
P -10.263 6.459 -0.374 4.97 -5.56 6.79 1.111
O -8.992 5.640 -0.217 -0.64 1.03 -1.24 -0.664
O -11.125 6.393 1.027 -0.40 1.09 -0.67 -0.335
C -12.517 6.692 0.974 -0.20 -0.27 0.10 -0.727
O -9.454 7.866 0.177 -2.03 0.58 -2.79 -0.310
C -10.239 9.031 0.433 -0.01 0.39 0.33 -0.619
H -11.823 4.501 -2.802 0.00 0.07 0.04 0.244
H -13.023 5.278 -1.745 -0.01 0.05 -0.13 0.282
H -11.780 6.260 -2.558 -0.12 -0.13 -0.18 0.383
H -13.088 5.762 0.940 -0.04 0.07 -0.08 0.249
H -12.763 7.308 0.105 -0.21 -0.01 0.06 0.361
H -12.793 7.242 1.875 0.08 -0.02 -0.06 0.270
H -10.662 8.978 1.439 -0.07 -0.05 -0.10 0.243
H -11.039 9.135 -0.303 0.00 0.24 0.12 0.302
H -9.592 9.906 0.377 0.00 -0.11 -0.09 0.254
C 7.858 -10.360 5.084 0.10 -0.50 0.37 -0.754
O 6.917 -10.224 4.010 2.76 2.28 0.80 -0.269
P 7.135 -8.863 2.979 -7.79 -2.02 -5.14 0.972
O 5.654 -8.542 2.945 1.75 0.39 0.99 -0.590
O 7.515 -9.870 1.734 0.94 0.66 0.37 -0.314
C 8.711 -10.640 1.833 -0.06 -0.35 -0.01 -0.765
O 7.539 -7.497 2.025 1.81 -0.56 2.83 -0.240
C 8.886 -7.377 1.570 0.26 0.13 -0.38 -0.682
H 7.314 -10.597 6.000 0.04 0.05 -0.07 0.246
H 8.549 -11.176 4.861 0.04 0.07 0.09 0.277
H 8.428 -9.441 5.240 0.02 -0.12 0.21 0.366
H 8.468 -11.649 2.170 0.09 0.04 0.07 0.258
H 9.426 -10.183 2.524 0.13 -0.17 -0.04 0.361
H 9.174 -10.699 0.847 -0.06 0.06 0.05 0.266
H 9.019 -7.956 0.652 0.03 -0.05 0.11 0.263
H 9.590 -7.716 2.331 0.16 0.13 -0.18 0.320
H 9.086 -6.328 1.346 -0.07 -0.05 0.10 0.250
```
Positions in Å, forces in eV/Å.

| no. | E_HOMO (eV) |
| --- | --- |
| 1 | -10.58 |
| 2 | -10.36 |